No. 1
{
  "formula": "C34H33AsF5N2NbO8S4",
  "method": "wB97M-V/def2-TZVPD",
  "lumo_ev": -7.103,
  "energy_ev": -174453.6998,
  "charge": 2,
  "de_lowest_kcal_mol": 13.9,
  "elements": ["C", "H", "O", "H", "C", "H", "C", "C", "H", "C", "C", "C", "S", "C", "S", "H", "C", "C", "O", "C", "O", "O", "H", "C", "C", "C", "H", "H", "C", "C", "H", "H", "O", "F", "H", "Nb", "H", "H", "F", "H", "C", "O", "H", "H", "C", "C", "H", "C", "N", "S", "C", "C", "C", "H", "C", "C", "H", "H", "H", "H", "H", "C", "H", "C", "H", "H", "F", "H", "C", "C", "H", "F", "H", "N", "C", "C", "C", "As", "H", "S", "H", "O", "H", "O", "F", "H", "C", "C"],
  "xyz": [[4.08241, -1.24072, -0.70374], [4.04538, -2.17085, -0.16311], [0.64897, -1.22844, 1.54656], [3.46062, 3.08334, -5.33209], [-4.36356, -4.28866, -4.13528], [-3.69057, -5.74822, -1.15780], [1.37306, -0.11474, 3.99318], [-4.56101, -5.15713, -3.07775], [5.46910, 1.99641, -4.20470], [4.33168, 0.54108, -3.19043], [-0.04911, 4.16454, -0.36931], [2.27140, 2.11790, 5.28499], [1.61134, -1.50010, 2.93493], [2.68256, 0.85317, 5.77259], [-2.65213, -0.74565, 0.71914], [-3.44676, 5.39716, -1.39997], [-4.23455, -0.18647, 2.91796], [1.37312, 2.25410, 4.22314], [1.43745, -1.26010, -1.28230], [2.16797, -0.28894, 5.10610], [-2.43696, -4.61964, 0.43805], [-0.82986, -1.61533, -4.49278], [3.43222, 0.73213, 6.54088], [-2.30792, -3.53605, -3.24567], [3.98807, -0.16445, 1.73807], [-2.96747, -1.91999, 4.62400], [-2.02073, -4.51388, 1.33629], [-2.37986, 5.38571, -0.01032], [-2.39070, -4.49592, -2.23143], [0.00474, 5.13703, -1.51878], [0.95036, 3.66499, -0.28149], [-1.30372, 6.85347, -1.58274], [-0.08995, -6.05733, -0.72362], [-4.57395, -1.27846, 6.42621], [1.03204, 3.24130, 3.97803], [-0.22444, -1.41966, -0.15245], [-0.33300, 4.63313, 0.59549], [-5.45589, -5.74273, -2.96920], [-4.95696, 0.65893, 2.15311], [-3.13209, 3.04790, -0.57890], [-2.46677, 5.06297, -1.07565], [-0.17082, -3.27173, -0.13276], [2.45761, -1.32509, 5.40019], [0.46067, 4.58511, -2.34207], [3.03662, 0.06408, -2.91504], [-4.66926, -0.32975, 4.23333], [0.05955, 1.21305, 2.87762], [-4.05355, -1.16325, 5.11561], [-0.27204, 0.73230, -0.80219], [-0.86013, -2.56680, -3.37177], [-3.59543, -5.20717, -2.07073], [2.05638, 1.71166, -4.39371], [-3.15189, -0.91117, 2.39632], [5.06622, -0.17447, 1.98439], [-3.23832, -3.48025, -4.26687], [-1.34632, 5.80018, -1.86615], [0.79260, 5.89838, -1.37733], [4.54279, 0.78639, -0.10480], [-2.47379, 3.17568, -2.24615], [-1.43704, 5.81044, -2.96457], [1.00115, 0.01968, -3.52920], [3.82863, -0.01505, 0.16950], [3.64026, 0.76940, 2.14801], [-2.54535, -1.75157, 3.34392], [5.09130, -1.20994, -1.17079], [-3.06648, -2.88221, -5.17863], [-5.72981, 0.43427, 4.64015], [5.21038, -0.06083, -2.81917], [3.39002, -1.34625, 2.48636], [3.35377, 2.22027, -4.64057], [3.87771, -1.44048, 3.44108], [-2.32492, -2.75893, 5.40158], [1.20920, 2.27646, -4.71499], [-1.05304, 3.10361, -0.70199], [-2.36735, 3.53134, -1.19973], [1.94007, 0.51270, -3.65901], [-0.64629, 1.84129, -0.92448], [-1.11188, -4.74525, -0.72989], [-5.13054, -4.12171, -4.90011], [2.83111, -1.44952, -2.04213], [2.79264, 0.31501, -0.03625], [0.22990, -3.50868, -3.19072], [2.60875, 3.02037, 5.74470], [-1.16320, -1.69495, -2.06706], [-1.45865, -2.42177, 2.95581], [3.60975, -2.30883, 1.97597], [4.47286, 1.64520, -4.03713], [0.81166, 1.14695, 3.63222]]
}

No. 2
{
  "formula": "C34H33BrN2PdS5",
  "method": "wB97M-V/def2-TZVPD",
  "lumo_ev": -9.135,
  "energy_ev": -166456.6519,
  "charge": 2,
  "de_lowest_kcal_mol": 13.3,
  "elements": ["H", "C", "S", "C", "H", "C", "C", "C", "C", "C", "H", "H", "C", "C", "H", "S", "H", "C", "N", "H", "H", "C", "S", "Br", "H", "H", "C", "H", "H", "H", "C", "H", "C", "C", "C", "Pd", "C", "C", "C", "H", "H", "H", "H", "H", "C", "H", "C", "H", "S", "C", "C", "C", "H", "H", "S", "H", "H", "C", "H", "H", "H", "C", "C", "H", "H", "H", "H", "C", "N", "C", "C", "C", "H", "C", "C", "C"],
  "xyz": [[-0.14681, -2.45395, 0.40642], [0.35282, 3.47180, -1.36090], [1.88929, 5.01247, 3.52676], [-3.66846, -1.39303, -1.35401], [-0.31329, 3.16798, -2.16873], [-4.35991, 0.17733, 4.04959], [0.43237, -0.97049, 2.97262], [4.25824, 1.78055, -1.97145], [1.72697, 2.88860, -1.54023], [-0.82135, -0.95794, -2.44693], [5.05995, -0.38248, -0.00053], [-3.25277, -4.34805, 1.12730], [4.19427, 1.92019, 1.87706], [-2.07297, -0.61229, 4.15342], [5.20699, -1.00227, 1.67740], [5.76132, 1.33482, 1.53506], [-5.34345, 0.27805, 4.48663], [-4.61722, -3.20166, -0.06037], [0.75556, 0.66824, -1.74001], [6.66891, -0.64172, 0.72677], [4.29854, -0.85827, -2.15676], [1.87275, 1.51610, -1.82787], [2.49600, 0.02769, 0.75163], [-2.50946, 1.47124, 0.57409], [-1.88331, -2.67431, -3.14729], [5.24362, 1.36962, -2.16109], [5.63623, -0.35231, 0.91824], [-0.39676, 0.69475, -4.67049], [-3.52197, -0.83700, 5.72546], [-1.84077, -1.32948, -4.29593], [-4.75956, -2.14777, -0.94563], [3.18884, -0.66491, -3.49831], [-1.80591, -0.07575, 2.85664], [-3.89861, -0.21288, -2.26031], [-3.36463, -3.52201, 0.43571], [-0.13318, 0.42730, 0.32688], [2.86700, 3.67103, -1.45177], [-0.87522, -3.25849, 0.48229], [-1.05099, -1.31056, 4.83175], [0.92175, -0.46244, -4.68648], [-0.40010, -2.31214, -4.04790], [-4.22579, -0.54027, -3.24969], [1.23482, 1.22287, -4.22321], [-0.90309, -3.62539, 1.50765], [0.21256, 0.06855, -2.73542], [-4.90391, 1.23380, 2.24290], [-1.26378, -1.87470, -3.54470], [-0.08814, 3.13473, -0.42111], [1.57883, 2.39239, 2.19596], [3.30352, -0.50394, -2.42443], [2.54057, 3.70786, 2.83400], [-4.11482, 0.72027, 2.77537], [-5.48496, -3.77597, 0.23496], [5.01067, 3.73937, -1.56391], [4.26305, 3.44620, 2.68697], [-5.74006, -1.89714, -1.33274], [2.76797, 4.73029, -1.24496], [4.12823, 3.11748, -1.64757], [-4.69808, 0.40801, -1.85462], [0.38749, 4.56006, -1.34077], [0.94726, -2.04541, 4.76898], [0.52202, 0.40437, -4.15687], [2.89123, 1.41272, 1.58799], [2.56591, -1.12510, -1.91442], [-1.26297, -1.73248, 5.80611], [-3.01734, 0.41462, -2.37632], [1.40040, -1.18626, 2.53782], [-0.51927, -0.26453, 2.29130], [-1.26832, -1.00657, -1.25473], [0.17454, -1.48537, 4.25971], [-2.39175, -1.75551, -0.87241], [-2.23965, -2.81779, 0.03606], [-0.52292, -4.08013, -0.14807], [-2.86855, 0.60620, 2.23869], [3.14441, 0.95042, -2.07593], [-3.35478, -0.44919, 4.72867]]
}

> What is the formula in the second record?

C34H33BrN2PdS5